Record 1
DFT (the ωB97M-V functional and the def2-TZVPD basis) results for a molecular structure, H27O13 at a distorted geometry.

Geometry as XYZ:
```
40
Properties=species:S:1:pos:R:3:forces:R:3:lowdin_charge:R:1
O -0.933 -2.982 0.767 -2.1 -0.3 -1.4 -0.109
H 0.988 -3.429 0.404 -6.9 1.0 5.0 -0.147
H 1.033 -1.997 -0.141 1.4 2.0 -2.0 0.084
O 1.528 0.878 2.657 -3.4 7.5 2.2 -0.061
H 2.089 0.327 2.287 4.1 -4.4 -2.7 -0.085
H 0.968 -1.587 4.017 0.2 0.7 -4.6 0.188
O 1.039 2.735 -2.967 -1.9 -4.5 -3.1 0.057
H 1.788 1.798 2.247 -0.7 -2.5 1.2 0.110
O 1.014 -1.488 2.913 -0.5 -5.4 3.8 -0.172
H -4.330 1.812 -0.192 0.1 -0.9 1.5 0.098
H 0.908 -2.530 2.636 0.5 3.8 1.0 0.134
O 1.390 -1.336 -0.867 -2.0 0.6 0.0 -0.014
H -1.501 -2.900 1.588 0.6 -0.1 -1.8 0.096
H 4.055 1.596 0.862 -1.2 3.4 2.0 0.146
O 3.650 2.172 1.703 2.1 -5.4 -3.0 -0.139
H -2.965 1.308 -0.204 -1.1 0.0 1.5 0.053
H 3.643 1.241 2.112 -0.2 2.3 0.9 0.054
O -1.469 1.984 -2.443 0.5 -0.3 -0.2 -0.061
H 0.391 -0.416 1.729 0.1 0.8 1.8 -0.023
H -2.110 2.149 -3.128 -0.6 0.2 -0.3 0.055
O -0.132 2.442 0.082 2.1 0.3 4.0 0.008
H -0.674 2.386 -0.627 -2.7 -0.2 -4.1 -0.070
H 0.397 -1.359 -1.590 0.6 0.9 1.1 0.121
O -3.766 1.249 0.416 1.0 2.0 -2.6 -0.087
H -0.876 -0.507 -2.903 0.1 -1.3 2.9 0.155
H 1.208 -4.286 -0.805 2.5 2.8 3.2 0.218
O -2.984 -0.743 -0.846 3.2 -1.1 0.4 0.000
H -3.719 -0.873 -1.401 -1.9 0.1 -0.1 0.079
H -3.033 -0.358 0.040 -1.4 -0.3 -0.4 0.063
O 1.698 -3.608 -0.040 4.2 -5.4 -7.5 -0.042
H -0.714 2.784 0.778 0.4 0.0 0.0 0.087
H -1.525 -3.043 -0.097 1.4 0.2 3.2 0.123
O -0.784 -0.977 -1.982 0.2 0.5 -2.6 -0.050
H 1.222 -0.404 -0.448 0.0 -2.1 -0.2 0.128
H -0.609 2.028 -2.922 -0.2 0.0 0.5 0.024
O 0.072 -0.248 0.863 -0.4 -4.1 -1.9 -0.043
H 1.905 2.508 -2.810 2.9 0.0 0.9 0.034
H -0.194 0.567 0.588 -0.8 4.1 0.0 -0.037
H -1.652 -0.935 -1.408 0.6 0.3 -0.8 0.026
H 0.722 3.497 -2.651 -0.9 4.6 2.2 -0.001
```
Positions in Å, forces in eV/Å.

## Properties
ΔE to the lowest compared entry with this formula, charge and spin in kJ/mol: 620.6
Net charge: +1
Electronic energy in a.u.: -993.8722
Gap between HOMO and LUMO in eV: 10.4
HOMO in hartree: -0.494

Record 2
DFT (the ωB97M-V functional and the def2-TZVPD basis) results for 13 unconnected molecules or ions with the total composition H27O13 at a distorted geometry.

Geometry as XYZ:
```
40
Properties=species:S:1:pos:R:3:forces:R:3:lowdin_charge:R:1
O -2.062 -1.196 1.665 1.2 0.0 0.0 -0.026
H -2.989 -1.059 1.792 -0.7 -0.1 0.0 0.059
H -1.890 -2.091 1.345 -0.4 0.0 -0.3 0.034
O -3.253 -0.649 -1.825 -1.7 0.4 0.5 -0.065
H -4.052 -0.221 -2.158 0.2 0.4 -0.3 0.070
H 1.100 0.804 -0.928 0.2 0.3 -0.6 0.027
O -2.320 -3.193 -0.700 -0.5 1.8 1.3 -0.042
H 0.403 -2.696 0.047 -0.1 0.8 -0.2 0.043
O -0.085 3.649 0.166 -1.6 -1.0 0.6 -0.053
H 0.542 2.246 1.301 2.0 0.5 0.2 0.137
H -0.812 3.632 -0.516 2.5 0.9 0.5 0.074
O -1.600 1.783 -0.918 -0.5 0.4 -0.4 -0.037
H -1.839 2.440 -0.262 -0.5 -0.4 0.4 0.045
H -2.212 1.938 -1.645 -0.1 -0.4 -0.1 0.076
O 2.872 -0.965 2.356 0.0 -0.2 -0.8 -0.051
H 2.734 -1.912 2.440 0.6 -0.5 0.6 0.046
H 2.226 -0.847 1.648 0.1 0.6 0.0 -0.004
O -1.781 -2.089 -3.202 0.6 -0.9 -0.6 -0.063
H -2.734 -2.050 -3.107 -0.1 0.2 -0.2 0.023
H -1.532 -1.168 -3.107 0.0 0.0 0.1 0.034
O 0.488 -2.881 0.977 0.0 -1.6 0.6 -0.021
H 0.517 -2.139 1.572 0.1 0.7 -0.4 -0.020
H -0.403 -0.628 1.926 -0.3 0.8 -0.2 0.025
O 1.362 2.084 1.912 -2.0 1.7 0.0 0.158
H 1.046 1.228 2.307 0.9 -1.1 -0.2 0.081
H 2.230 2.168 1.409 -0.3 -1.0 -0.2 0.117
O 3.290 1.265 -2.311 -0.3 -0.5 -1.0 -0.046
H 2.518 0.730 -2.109 0.0 0.0 0.5 0.012
H 3.414 0.942 -3.217 0.5 0.5 0.0 0.064
O 0.690 0.731 -0.079 0.0 -0.8 0.5 -0.036
H 0.705 4.168 0.052 -0.2 0.7 -1.0 0.069
H -0.257 0.764 -0.251 -0.3 -0.1 -0.4 0.021
O 3.471 1.617 0.317 -0.1 0.1 0.6 -0.033
H 3.751 0.745 0.623 0.0 -0.1 0.2 0.064
H 4.230 1.954 -0.172 -0.2 0.1 -0.1 0.077
O 0.370 -0.253 2.399 -1.0 -0.1 0.7 -0.075
H 0.053 -0.368 3.307 0.4 0.0 0.2 0.112
H -3.688 -1.292 -1.243 0.8 -0.3 0.3 0.051
H -2.413 -3.984 -0.187 0.2 -1.0 -0.7 0.049
H -2.088 -3.206 -1.625 0.5 -0.8 -0.5 0.006
```
Positions in Å, forces in eV/Å.

## Properties
ΔE to the lowest compared entry with this formula, charge and spin in kJ/mol: 220.5
Net charge: +1
Electronic energy in a.u.: -994.0246
Gap between HOMO and LUMO in eV: 11.0
HOMO in hartree: -0.511

Record 3
DFT (the ωB97M-V functional and the def2-TZVPD basis) results for 14 unconnected molecules or ions with the total composition H28O14 at a distorted geometry.

Geometry as XYZ:
```
42
Properties=species:S:1:pos:R:3:forces:R:3:lowdin_charge:R:1
O -3.828 -0.235 0.015 0.2 -0.1 0.1 -0.056
H -3.792 -1.086 -0.428 -0.3 -0.2 -0.2 0.038
H -3.887 -0.498 0.941 0.0 -0.1 0.1 0.022
O 3.382 -1.726 -0.199 0.4 0.5 -0.4 -0.045
H 3.507 -2.629 0.090 -0.2 0.0 0.5 0.058
H 2.709 -1.249 0.307 -0.1 -0.5 0.1 0.031
O -2.075 -0.636 -2.222 -0.1 -0.7 0.0 -0.052
H -1.450 -0.040 -2.637 0.2 0.2 0.2 0.013
H -2.282 -0.294 -1.345 0.1 0.6 -0.1 -0.015
O 3.796 1.795 -0.190 0.6 0.7 0.4 -0.029
H 3.962 0.864 -0.052 -0.3 -0.4 -0.2 0.015
H 3.025 1.950 -0.732 -0.1 -0.2 -0.2 0.002
O -0.408 -1.385 2.973 -0.1 0.9 0.3 -0.071
H -0.780 -2.190 3.369 1.1 0.1 -0.7 0.045
H 0.224 -1.479 2.231 -1.0 -0.9 0.7 0.037
O -0.870 -2.927 0.700 -1.5 1.6 -1.2 -0.082
H -0.665 -3.039 -0.239 0.5 -0.5 0.0 0.051
H -1.623 -2.269 0.556 1.3 -1.2 0.6 0.053
O -3.484 2.526 0.620 0.1 0.0 0.4 -0.052
H -3.104 1.824 1.158 0.3 -0.1 -0.3 0.028
H -4.292 2.701 1.109 -0.3 0.3 -0.2 0.045
O 0.908 0.207 -0.166 0.2 -1.3 -0.8 -0.073
H 0.505 -0.493 -0.749 0.1 0.5 1.0 0.062
H 1.269 0.741 -0.887 0.2 0.3 0.1 -0.001
O 1.755 -1.609 -2.397 -0.3 1.0 -0.1 -0.081
H 2.466 -1.942 -1.824 -0.2 0.5 0.0 0.004
H 1.736 -0.624 -2.282 0.3 -1.5 -0.3 0.003
O 1.046 4.080 -1.194 1.6 1.0 0.2 -0.047
H 0.729 3.190 -1.128 -1.2 -0.2 -0.3 -0.042
H 0.455 4.660 -1.673 -0.4 -0.4 0.0 0.037
O 3.217 -0.678 3.813 1.0 0.9 0.4 -0.046
H 2.287 -0.462 3.810 -0.4 -0.6 -0.3 0.017
H 3.454 -1.529 3.452 -0.7 -0.3 -0.1 0.022
O -0.808 1.967 -0.799 0.8 -0.1 -2.3 -0.060
H -1.704 2.268 -0.708 -0.3 0.3 1.4 0.033
H -0.160 1.726 -0.126 -1.5 -0.1 0.9 0.034
O 0.887 1.223 -3.023 0.2 -0.7 0.6 -0.043
H 1.629 1.217 -3.639 -0.4 0.5 -0.3 0.073
H 0.254 1.934 -3.167 0.4 0.1 -0.2 0.056
O -3.310 -2.293 2.027 0.4 0.2 0.2 -0.046
H -3.667 -3.003 2.562 -0.2 -0.2 0.0 0.059
H -2.367 -2.276 2.263 -0.4 0.2 -0.1 0.002
```
Positions in Å, forces in eV/Å.

## Properties
ΔE to the lowest compared entry with this formula, charge and spin in kJ/mol: 272.4
Electronic energy in a.u.: -1070.0972
Gap between HOMO and LUMO in eV: 10.9
HOMO in hartree: -0.408